[1]
Here is an isolated molecule of C4H8N2 in a non-equilibrium geometry from the Open Molecules 2025 dataset. Energies are from ωB97M-V/def2-TZVPD.

## Properties
Relative energy (zero: lowest compared OMol25 entry of this formula, charge and spin), eV: 2.963
Orbital gap, eV: 10.4
E_tot, hartree: -266.613103
Structure (SMILES): C1N[C@H]1[C@H]1CN1

```
14
C4H8N2 (ωB97M-V/def2-TZVPD)
C 1.95 -0.01 -0.08
N 1.37 -1.30 0.26
C 0.70 -0.47 -0.73
C -0.58 0.31 -0.45
C -1.88 -0.04 0.21
N -0.82 0.68 0.94
H 2.91 -0.03 -0.59
H 1.85 0.80 0.65
H 0.86 -1.21 1.14
H 0.80 -0.85 -1.76
H -0.76 1.01 -1.27
H -2.28 -0.93 0.67
H -2.68 0.63 -0.18
H -1.44 1.42 1.20
```

Atomic partial charges in e from the Löwdin method, atoms 1 to 2: C -0.155; N 0.018



[2]
Here is a structure of composition C24H33Br30NO3S2 in a non-equilibrium geometry from the Open Molecules 2025 dataset. Energies are from ωB97M-V/def2-TZVPD.

## Properties
Orbital gap, eV: 7.8
E_tot, hartree: -79231.123702

```
93
C24H33Br30NO3S2 (ωB97M-V/def2-TZVPD)
C 0.15 0.38 -2.37
C -0.88 1.62 -1.92
C -1.31 2.58 -3.18
C -2.63 3.42 -2.65
C -2.32 4.99 -2.29
C -3.44 5.46 -1.16
S -5.22 5.10 -1.65
C -5.69 3.32 -1.15
S -6.00 3.13 0.55
N -5.82 2.16 -2.11
C -6.83 1.12 -1.66
C -8.38 1.66 -1.61
O -8.64 2.90 -2.36
C -7.87 2.96 -3.61
C -6.28 2.58 -3.49
C -0.15 3.35 -4.05
O 0.34 2.27 -4.97
C -0.78 1.44 -5.51
O -0.84 0.69 -6.62
C -1.98 1.71 -4.43
H 0.21 -0.33 -1.44
H -0.33 -0.24 -3.26
H 1.21 0.79 -2.71
H -0.28 2.23 -1.10
H -1.81 1.07 -1.41
H -3.54 3.40 -3.37
H -2.98 2.90 -1.65
H -2.34 5.70 -3.25
H -1.26 5.13 -1.77
H -3.35 6.65 -1.10
H -3.23 5.04 -0.08
H -6.50 0.56 -0.66
H -6.81 0.27 -2.49
H -8.61 1.92 -0.47
H -9.15 0.79 -1.88
H -7.95 4.09 -3.99
H -8.33 2.30 -4.49
H -6.11 1.64 -4.20
H -5.64 3.44 -3.98
H -0.56 4.14 -4.85
H 0.80 3.77 -3.47
H -2.53 0.81 -3.91
H -2.79 2.28 -5.09
C -3.97 5.05 4.27
Br -2.34 4.03 4.58
Br -3.81 6.21 2.72
Br -5.53 3.89 4.14
H -4.11 5.69 5.14
C 4.56 -0.20 -1.96
Br 4.74 1.67 -1.45
Br 3.23 -1.11 -0.87
Br 4.19 -0.40 -3.86
H 5.52 -0.68 -1.76
C 4.19 -5.51 -0.36
Br 5.46 -4.62 0.82
Br 2.41 -5.60 0.43
Br 4.15 -4.70 -2.13
H 4.53 -6.54 -0.49
C 4.40 -0.66 2.98
Br 6.34 -0.59 2.81
Br 3.78 -2.45 3.42
Br 3.74 0.67 4.24
H 3.99 -0.40 2.00
C 0.23 -6.75 -2.65
Br 1.86 -7.77 -2.34
Br 0.39 -5.58 -4.20
Br -1.33 -7.91 -2.78
H 0.09 -6.11 -1.78
C 6.20 -1.57 6.80
Br 8.14 -1.50 6.63
Br 5.58 -3.36 7.23
Br 5.54 -0.24 8.05
H 5.79 -1.31 5.82
C 10.68 -4.33 8.10
Br 12.26 -3.46 8.84
Br 11.13 -5.55 6.65
Br 9.62 -5.20 9.48
H 10.06 -3.54 7.67
C 14.88 -5.72 10.93
Br 16.46 -4.86 11.67
Br 15.33 -6.94 9.48
Br 13.82 -6.59 12.30
H 14.26 -4.93 10.49
C -3.74 -11.66 -2.40
Br -3.49 -12.81 -3.94
Br -2.17 -11.63 -1.25
Br -4.29 -9.87 -2.91
H -4.56 -12.09 -1.81
C -6.37 9.33 -2.28
Br -4.74 8.32 -1.97
Br -6.21 10.50 -3.83
Br -7.93 8.18 -2.40
H -6.51 9.98 -1.41
```

Atomic partial charges in e from the Löwdin method, atoms 1 to 2: C -0.134; C -0.176